Record 1
{"formula": "C42H33AsIrO3PS3", "method": "the ωB97M-V functional and the def2-TZVPD basis", "species": ["Ir", "S", "C", "C", "C", "C", "C", "C", "S", "H", "H", "H", "H", "O", "S", "O", "O", "C", "C", "C", "C", "C", "C", "P", "C", "C", "C", "C", "C", "C", "C", "C", "C", "C", "C", "C", "H", "H", "H", "H", "H", "H", "H", "H", "H", "H", "H", "H", "H", "H", "C", "C", "C", "C", "C", "C", "As", "C", "C", "C", "C", "C", "C", "C", "C", "C", "C", "C", "C", "H", "H", "H", "H", "H", "H", "H", "H", "H", "H", "H", "H", "H", "H", "H"], "positions_angstrom": [[-0.00956, 0.16235, 0.03132], [-1.53319, -1.59963, 0.44672], [-3.01570, -0.71739, 0.54357], [-4.17753, -1.45059, 0.81129], [-5.39642, -0.81002, 0.93890], [-5.46983, 0.57099, 0.81134], [-4.32720, 1.31610, 0.55255], [-3.09637, 0.68769, 0.40997], [-1.71181, 1.69638, 0.03240], [-4.10459, -2.52517, 0.91740], [-6.28804, -1.38594, 1.14426], [-6.42038, 1.07523, 0.91962], [-4.38570, 2.39262, 0.46240], [1.03643, -1.13782, 4.02199], [1.10467, -0.52879, 2.73375], [1.19300, -1.46728, 1.58314], [0.03913, 0.45624, 2.43540], [2.61096, 0.40753, 2.63800], [3.22718, 0.78262, 3.81826], [4.37942, 1.55580, 3.77684], [4.90422, 1.94997, 2.55718], [4.28606, 1.56812, 1.37430], [3.13382, 0.78752, 1.39871], [2.39391, 0.25014, -0.17700], [2.88230, 1.51598, -1.37639], [2.04942, 2.62685, -1.51428], [2.37688, 3.64555, -2.39411], [3.54464, 3.56143, -3.14192], [4.38386, 2.46552, -3.00084], [4.05712, 1.44351, -2.12103], [3.24191, -1.27799, -0.63668], [3.24673, -1.68671, -1.96976], [3.84523, -2.88405, -2.32925], [4.44331, -3.67787, -1.36020], [4.44657, -3.27004, -0.03347], [3.84648, -2.07574, 0.33240], [2.80118, 0.45843, 4.75787], [4.86371, 1.84721, 4.69890], [5.80066, 2.55393, 2.51854], [4.71038, 1.88305, 0.43007], [1.14280, 2.70305, -0.92102], [1.72726, 4.50495, -2.49350], [3.80283, 4.35566, -3.82996], [5.29784, 2.40361, -3.57671], [4.71791, 0.59304, -2.01666], [2.80334, -1.06679, -2.73583], [3.84783, -3.18776, -3.36820], [4.91307, -4.61178, -1.63944], [4.91514, -3.88456, 0.72335], [3.84386, -1.77388, 1.37054], [-3.44845, 2.14339, -5.30727], [-3.21681, 0.81165, -5.63128], [-2.35425, 0.04878, -4.86134], [-1.72823, 0.61096, -3.75008], [-1.94964, 1.94586, -3.43942], [-2.81015, 2.71194, -4.21693], [-0.41970, -0.42008, -2.75235], [0.88391, -0.61407, -4.18446], [1.62600, 0.51424, -4.52320], [2.56902, 0.44727, -5.53734], [2.77963, -0.74680, -6.21396], [2.03320, -1.86895, -5.88435], [1.08359, -1.80539, -4.87268], [-1.19076, -2.18914, -2.61906], [-0.34244, -3.22913, -2.23519], [-0.85739, -4.48827, -1.97295], [-2.22486, -4.71416, -2.07510], [-3.07230, -3.67927, -2.44063], [-2.55934, -2.41605, -2.71192], [-4.12048, 2.73734, -5.91229], [-3.70256, 0.36938, -6.49102], [-2.16182, -0.98216, -5.13468], [-1.44403, 2.40259, -2.59854], [-2.97564, 3.75253, -3.97063], [1.47330, 1.45121, -3.99727], [3.14059, 1.32876, -5.79707], [3.51805, -0.79986, -7.00297], [2.18275, -2.79734, -6.42038], [0.50398, -2.68673, -4.62986], [0.72394, -3.05529, -2.12451], [-0.19323, -5.28971, -1.67740], [-2.62761, -5.69650, -1.86700], [-4.13799, -3.85204, -2.51813], [-3.23273, -1.61326, -2.98662]], "forces_ev_per_a": [[-0.1, 0.1, -0.1], [0.0, -0.1, 0.1], [0.0, 0.0, 0.0], [0.0, 0.0, 0.0], [0.0, 0.0, 0.0], [0.0, 0.0, 0.0], [0.0, 0.0, 0.0], [0.0, 0.0, 0.0], [0.0, 0.0, 0.0], [0.0, 0.0, 0.0], [0.0, 0.0, 0.0], [0.0, 0.0, 0.0], [0.0, 0.0, 0.0], [0.0, 0.0, 0.0], [0.0, 0.0, 0.0], [0.0, 0.0, 0.0], [0.0, 0.0, 0.0], [0.0, 0.0, 0.0], [0.0, 0.0, 0.0], [0.0, 0.0, 0.0], [0.0, 0.0, 0.0], [0.0, 0.0, 0.0], [0.0, 0.0, 0.0], [0.0, 0.0, 0.0], [0.0, 0.0, 0.0], [0.0, 0.0, 0.0], [0.0, 0.0, 0.0], [0.0, 0.0, 0.0], [0.0, 0.0, 0.0], [0.0, 0.0, 0.0], [0.0, 0.0, 0.0], [0.0, 0.0, 0.0], [0.0, 0.0, 0.0], [0.0, 0.0, 0.0], [0.0, 0.0, 0.0], [0.0, 0.0, 0.0], [0.0, 0.0, 0.0], [0.0, 0.0, 0.0], [0.0, 0.0, 0.0], [0.0, 0.0, 0.0], [0.0, 0.0, 0.0], [0.0, 0.0, 0.0], [0.0, 0.0, 0.0], [0.0, 0.0, 0.0], [0.0, 0.0, 0.0], [0.0, 0.0, 0.0], [0.0, 0.0, 0.0], [0.0, 0.0, 0.0], [0.0, 0.0, 0.0], [0.0, 0.0, 0.0], [0.0, 0.0, 0.0], [0.0, 0.0, 0.0], [0.0, 0.0, 0.0], [0.0, 0.0, 0.0], [0.0, 0.0, 0.0], [0.0, 0.0, 0.0], [0.1, 0.0, 0.0], [0.0, 0.0, 0.0], [0.0, 0.0, 0.0], [0.0, 0.0, 0.0], [0.0, 0.0, 0.0], [0.0, 0.0, 0.0], [0.0, 0.0, 0.0], [0.0, 0.0, 0.0], [0.0, 0.0, 0.0], [0.0, 0.0, 0.0], [0.0, 0.0, 0.0], [0.0, 0.0, 0.0], [0.0, 0.0, 0.0], [0.0, 0.0, 0.0], [0.0, 0.0, 0.0], [0.0, 0.0, 0.0], [0.0, 0.0, 0.0], [0.0, 0.0, 0.0], [0.0, 0.0, 0.0], [0.0, 0.0, 0.0], [0.0, 0.0, 0.0], [0.0, 0.0, 0.0], [0.0, 0.0, 0.0], [0.0, 0.0, 0.0], [0.0, 0.0, 0.0], [0.0, 0.0, 0.0], [0.0, 0.0, 0.0], [0.0, 0.0, 0.0]], "relative_energy_kcal_mol": 7.6, "total_charge": 1, "homo_lumo_gap_ev": [7.96, 5.93], "mol_weight_g_mol": 980.04, "lumo_energy_ev": [-2.028, -5.538], "e_tot_ev": -155696.930, "e_homo_ev": [-10.0, -11.5], "spin_multiplicity": 6}

Record 2
{"formula": "C4H11N2", "method": "the ωB97M-V functional and the def2-TZVPD basis", "species": ["C", "N", "H", "H", "H", "H", "N", "C", "C", "C", "H", "H", "H", "H", "H", "H", "H"], "positions_angstrom": [[1.00081, -1.42459, 0.95074], [0.29935, -0.44556, 1.74729], [1.99794, -1.18134, 0.61952], [0.66783, -2.44396, 1.05382], [-0.67957, -0.42913, 1.44604], [0.63062, 0.40129, 1.27172], [0.25128, -1.14884, -0.85308], [0.05192, 0.25068, -1.32467], [-0.72740, 2.01607, 0.20353], [-1.04541, 1.05431, -0.68270], [1.02626, -1.46464, -1.42650], [-0.62331, -1.65120, -0.78536], [-0.13985, 0.15123, -2.40234], [0.99795, 0.80375, -1.34968], [-1.19406, 2.14214, 1.18028], [0.11030, 2.67151, -0.01829], [-2.07496, 0.79297, -0.89167]], "forces_ev_per_a": [[-3.1, 2.2, -0.7], [1.9, -1.0, -2.8], [0.3, -0.2, 0.7], [0.3, -0.3, 0.1], [0.0, -0.5, 0.9], [0.0, 0.4, 1.2], [1.3, 1.1, 2.1], [-0.2, 1.3, -2.5], [0.0, -0.1, -0.1], [0.5, -0.2, 0.9], [-0.7, -1.1, -0.3], [0.2, -0.6, -0.8], [-0.2, -0.2, 0.0], [0.0, -0.2, 0.7], [-1.1, 1.0, -0.8], [0.8, -0.7, 0.7], [-0.1, -0.8, 0.7]], "relative_energy_kcal_mol": 97.2, "total_charge": 1, "homo_lumo_gap_ev": 9.60, "mol_weight_g_mol": 87.15, "lumo_energy_ev": -3.827, "e_tot_ev": -7296.732, "e_homo_ev": -13.4, "spin_multiplicity": 1}

Record 3
{"formula": "C6H10N2S2", "method": "the ωB97M-V functional and the def2-TZVPD basis", "species": ["C", "C", "C", "C", "C", "C", "N", "N", "S", "S", "H", "H", "H", "H", "H", "H", "H", "H", "H", "H"], "positions_angstrom": [[-0.49673, 0.47703, 2.69676], [0.88795, 1.05611, -1.40216], [-0.15724, 0.30961, -2.12730], [1.31400, 0.14070, -0.35640], [-0.96192, -0.53241, -1.10427], [-0.10890, -0.24148, 0.10015], [-0.06192, -0.78666, 2.45112], [-0.26195, -1.39156, 1.16045], [-0.51467, 1.13142, 4.23743], [-0.90892, 1.18711, 1.15394], [1.77466, 1.42218, -2.08893], [0.45564, 2.00639, -0.92361], [-0.79634, 0.84773, -2.83025], [0.25532, -0.54184, -2.69236], [1.77863, -0.70919, -0.73573], [2.02235, 0.62563, 0.41151], [-1.97881, -0.22883, -0.86390], [-1.03092, -1.54135, -1.37958], [0.02370, -1.47741, 3.17342], [-1.23395, -1.75319, 1.11972]], "forces_ev_per_a": [[-0.6, 0.5, -2.1], [1.8, 4.0, -2.1], [-1.8, -1.9, -2.1], [-0.2, 1.0, 3.3], [0.1, 2.6, 0.8], [-0.6, -1.8, 4.8], [1.0, -3.0, -1.0], [0.2, 1.9, -0.3], [0.0, 0.6, 1.0], [0.0, 0.2, -0.6], [-1.8, -0.7, 1.2], [0.6, -1.2, -0.7], [0.2, 0.2, 0.2], [0.6, 0.8, -0.4], [0.9, -1.7, -0.8], [-1.4, -0.9, -0.8], [-0.1, 0.4, -0.3], [0.3, -1.6, -0.2], [0.0, 0.0, 0.3], [0.5, 0.5, -0.1]], "relative_energy_kcal_mol": 0.0, "total_charge": 0, "homo_lumo_gap_ev": [6.15, 6.39], "mol_weight_g_mol": 174.29, "lumo_energy_ev": [0.825, -2.461], "e_tot_ev": -31030.038, "e_homo_ev": [-5.3, -8.9], "spin_multiplicity": 3}

Record 4
{"formula": "C16H18AuN10S", "method": "the ωB97M-V functional and the def2-TZVPD basis", "species": ["Au", "C", "C", "N", "N", "C", "N", "S", "C", "C", "C", "C", "C", "N", "H", "H", "H", "H", "H", "H", "H", "H", "H", "H", "N", "C", "N", "C", "N", "N", "C", "N", "C", "C", "C", "C", "C", "N", "H", "H", "H", "H", "H", "H", "H", "H"], "positions_angstrom": [[-0.42514, 0.06186, -0.02090], [-0.12036, 4.14552, 1.85407], [-0.41289, 2.74792, 1.43491], [0.05303, 2.16312, 0.38787], [0.92837, 2.75620, -0.48586], [1.63304, 1.99697, -1.35042], [2.51404, 2.57314, -2.13315], [1.43237, 0.27178, -1.46336], [-1.29999, 1.89552, 2.27209], [-1.90347, 2.37740, 3.41680], [-2.67146, 1.51421, 4.19791], [-2.80453, 0.19672, 3.80960], [-2.17963, -0.21848, 2.63775], [-1.45609, 0.60686, 1.89484], [0.60374, 4.66065, 1.22948], [0.26730, 4.14923, 2.87404], [-1.04428, 4.72867, 1.84754], [1.12031, 3.74638, -0.38931], [2.72838, 3.56222, -2.09854], [3.02948, 2.02189, -2.80754], [-1.78006, 3.40789, 3.71722], [-3.14756, 1.87653, 5.09927], [-3.38179, -0.51064, 4.38844], [-2.26668, -1.24125, 2.29166], [-3.18474, 1.71758, -1.01708], [-3.44046, 0.39130, -0.99882], [-4.66266, -0.02656, -1.20127], [-4.87634, -1.35353, -1.17066], [-6.08922, -1.80632, -1.37609], [-3.89050, -2.26985, -0.92413], [-2.71091, -1.78880, -0.71272], [-2.40815, -0.46570, -0.74621], [-1.59522, -2.71168, -0.40615], [-1.73345, -4.08336, -0.46172], [-0.63374, -4.87635, -0.15066], [0.55902, -4.27115, 0.21217], [0.62633, -2.88726, 0.25001], [-0.43298, -2.13605, -0.05564], [-3.96285, 2.28622, -1.32618], [-2.28208, 2.01570, -1.35108], [-6.84298, -1.16365, -1.57011], [-6.27014, -2.79858, -1.37041], [-2.68593, -4.50794, -0.74574], [-0.71043, -5.95482, -0.19275], [1.43523, -4.85337, 0.46113], [1.53752, -2.37156, 0.52358]], "forces_ev_per_a": [[-0.2, -0.2, 0.2], [0.0, 0.0, 0.0], [0.0, -0.1, 0.0], [0.1, 0.0, -0.1], [0.1, 0.0, 0.0], [-0.1, -0.2, 0.0], [0.0, 0.0, 0.0], [0.1, 0.2, -0.1], [0.0, 0.0, 0.0], [0.0, 0.0, 0.0], [0.0, 0.0, 0.0], [0.0, 0.0, 0.0], [0.0, 0.0, 0.0], [0.0, 0.1, 0.0], [0.0, 0.0, 0.0], [0.0, 0.0, 0.0], [0.0, 0.0, 0.0], [0.0, 0.0, 0.0], [0.0, 0.0, 0.0], [0.0, 0.0, 0.0], [0.0, 0.0, 0.0], [0.0, 0.0, 0.0], [0.0, 0.0, 0.0], [0.0, 0.0, 0.0], [0.0, 0.0, 0.0], [0.0, 0.1, -0.1], [-0.1, 0.0, 0.0], [0.1, 0.1, 0.1], [0.0, 0.0, 0.0], [0.0, -0.1, 0.0], [0.0, -0.1, 0.0], [0.0, 0.0, 0.0], [0.0, 0.0, 0.0], [0.0, 0.0, 0.0], [0.0, 0.0, 0.0], [0.0, 0.0, 0.0], [0.1, 0.0, 0.0], [0.0, 0.1, 0.0], [0.0, 0.0, 0.0], [0.0, 0.0, 0.0], [0.0, 0.0, 0.0], [0.0, 0.0, 0.0], [0.0, 0.0, 0.0], [0.0, 0.0, 0.0], [0.0, 0.0, 0.0], [0.0, 0.0, 0.0]], "total_charge": 3, "homo_lumo_gap_ev": [8.15, 5.62], "mol_weight_g_mol": 579.42, "lumo_energy_ev": [-9.910, -12.715], "e_tot_ev": -46286.789, "e_homo_ev": [-18.1, -18.3], "spin_multiplicity": 3}